No. 1
Below is a molecular structure, C6H6Br3N2 in a non-equilibrium geometry, with properties calculated with ωB97M-V/def2-TZVPD.

The geometry in XYZ format:
```
17
Properties=species:S:1:pos:R:3:lowdin_charge:R:1
C -0.823 0.478 2.029 -0.245
C -1.180 0.262 0.825 -0.030
C -2.136 -0.024 -0.158 -0.661
C 2.013 1.010 1.006 -0.413
C 3.072 0.589 0.305 -0.625
C -0.698 -1.191 -1.690 -0.023
N -0.156 0.778 3.040 -0.346
N -1.957 -0.624 -1.283 -0.048
Br -3.994 0.414 0.204 0.833
Br 1.614 0.892 2.951 1.320
Br 3.198 0.899 -1.538 0.791
H 1.125 1.335 0.578 0.011
H 3.900 0.178 0.831 0.056
H -0.862 -1.733 -2.634 0.112
H 0.010 -0.428 -1.885 0.066
H -0.329 -1.916 -0.943 0.114
H -2.799 -0.922 -1.638 0.087
```

Output
- total charge = +1
- energy (eV) = -219413.7010

No. 2
Below is a molecular structure, C6H9Cl in a non-equilibrium geometry, with properties calculated with ωB97M-V/def2-TZVPD.

The geometry in XYZ format:
```
16
Properties=species:S:1:pos:R:3:lowdin_spin:R:1
C -1.606 -0.328 1.217 0.513
C -0.795 -0.207 0.174 0.247
C 1.371 1.163 0.708 0.037
C 1.473 0.703 -0.715 0.044
C 0.570 0.037 0.123 0.310
C -1.261 -0.678 -1.152 0.021
Cl 1.699 -1.999 0.712 0.722
H -2.566 -0.696 1.198 0.035
H -1.230 0.132 2.089 0.028
H 2.237 0.950 1.284 0.007
H 0.804 2.038 1.098 0.004
H 1.090 1.211 -1.611 0.007
H 2.345 0.140 -0.908 0.011
H -1.281 -1.768 -1.094 0.010
H -2.319 -0.329 -1.157 0.004
H -0.530 -0.369 -1.967 0.000
```

Output
- total charge = 0
- ΔE to the lowest compared entry with this formula, charge and spin (kcal per mole) = 14.35
- energy (eV) = -18884.4449
- multiplicity = 3

The highest total charge belongs to which entry?
C6H6Br3N2

Please write out number 1 again, unchanged.
Below is a molecular structure, C6H6Br3N2 in a non-equilibrium geometry, with properties calculated with ωB97M-V/def2-TZVPD.

The geometry in XYZ format:
```
17
Properties=species:S:1:pos:R:3:lowdin_charge:R:1
C -0.823 0.478 2.029 -0.245
C -1.180 0.262 0.825 -0.030
C -2.136 -0.024 -0.158 -0.661
C 2.013 1.010 1.006 -0.413
C 3.072 0.589 0.305 -0.625
C -0.698 -1.191 -1.690 -0.023
N -0.156 0.778 3.040 -0.346
N -1.957 -0.624 -1.283 -0.048
Br -3.994 0.414 0.204 0.833
Br 1.614 0.892 2.951 1.320
Br 3.198 0.899 -1.538 0.791
H 1.125 1.335 0.578 0.011
H 3.900 0.178 0.831 0.056
H -0.862 -1.733 -2.634 0.112
H 0.010 -0.428 -1.885 0.066
H -0.329 -1.916 -0.943 0.114
H -2.799 -0.922 -1.638 0.087
```

Output
- total charge = +1
- energy (eV) = -219413.7010